Entry 1:
Entry from the OMol25 dataset: C37H58As3ClN3S4Ti as an isolated structure (ωB97M-V/def2-TZVPD).

Results
HOMO energy (alpha / beta) = -2.05 / -2.06 eV
net charge = -1
lowest unoccupied orbital energy (alpha / beta) = 2.197 / 2.197 eV
orbital gap (alpha / beta) = 4.25 / 4.25 eV

```
107
Properties=species:S:1:pos:R:3:mulliken_charge:R:1
Ti -1.126 -0.298 -0.063 -2.05
C -2.454 4.178 2.001 -1.38
As -1.948 2.255 1.925 1.06
C -3.789 1.691 2.268 -0.81
C -1.374 2.042 3.817 -0.28
C 0.012 2.498 4.306 2.94
C 0.130 4.024 4.200 -2.12
C 1.215 1.831 3.606 -2.19
As 1.317 1.556 1.645 1.36
C 3.281 1.275 1.713 -1.46
C 1.434 3.446 1.088 -1.26
C 0.099 2.155 5.807 -1.99
As -0.055 0.234 6.258 0.60
C -1.737 0.339 7.260 -1.29
C 1.128 0.303 7.826 -1.29
H -2.845 4.442 2.986 0.34
H -3.236 4.324 1.256 0.47
H -1.625 4.842 1.756 0.36
H -4.061 1.889 3.306 0.42
H -3.890 0.634 2.041 -0.20
H -4.438 2.249 1.596 0.44
H -1.483 0.966 3.989 -1.36
H -2.134 2.548 4.422 0.76
H 0.068 4.366 3.171 0.14
H 1.083 4.364 4.614 0.49
H -0.676 4.506 4.760 0.46
H 1.338 0.811 3.987 0.34
H 2.121 2.381 3.884 0.67
H 3.808 2.230 1.751 0.51
H 3.619 0.704 0.847 0.12
H 3.517 0.696 2.607 0.41
H 2.064 4.013 1.775 0.38
H 0.440 3.888 1.049 0.16
H 1.855 3.502 0.083 0.50
H -0.693 2.688 6.341 0.58
H 1.056 2.502 6.212 0.52
H -2.563 0.499 6.567 0.32
H -1.704 1.157 7.982 0.43
H -1.905 -0.601 7.786 0.43
H 2.160 0.422 7.499 0.36
H 1.048 -0.629 8.387 0.40
H 0.860 1.136 8.478 0.36
N -2.041 -1.327 -3.532 0.19
C -2.434 -2.616 -3.215 0.45
C -3.185 -3.546 -3.910 -1.26
C -3.340 -4.812 -3.339 -0.60
C -2.768 -5.119 -2.111 -1.12
C -2.035 -4.166 -1.401 0.47
C -1.887 -2.909 -1.950 -0.53
N -1.204 -1.793 -1.466 1.00
C -1.225 -0.865 -2.492 -0.81
C -0.360 0.211 -2.507 0.29
C -0.101 1.176 -3.503 -0.81
S 1.299 2.024 -3.063 -0.32
C 1.435 1.212 -1.608 -0.48
N 0.483 0.332 -1.374 0.69
H -2.334 -0.794 -4.328 0.22
H -3.631 -3.304 -4.866 0.42
H -3.918 -5.563 -3.863 0.38
H -2.906 -6.107 -1.687 0.40
H -1.628 -4.388 -0.422 0.51
H -0.578 1.328 -4.454 0.41
H 2.273 1.391 -0.953 0.12
C 4.989 -2.732 1.198 -0.59
C 3.617 -3.117 1.742 -0.88
S 2.247 -2.125 1.081 0.36
C 1.237 -3.361 0.234 0.35
C 1.761 -3.908 -1.087 -1.18
S 1.955 -2.676 -2.414 0.05
C 3.747 -2.659 -2.667 -1.00
C 4.571 -2.034 -1.537 0.58
S 5.339 -3.308 -0.482 -0.21
H 5.766 -3.195 1.810 0.44
H 5.140 -1.652 1.238 0.20
H 3.611 -2.986 2.826 0.49
H 3.412 -4.167 1.527 0.37
H 0.291 -2.844 0.070 -1.19
H 1.070 -4.189 0.926 0.69
H 1.029 -4.632 -1.455 0.56
H 2.715 -4.420 -0.962 0.54
H 3.870 -2.071 -3.579 0.34
H 4.084 -3.674 -2.886 0.40
H 3.923 -1.435 -0.900 -0.78
H 5.365 -1.402 -1.936 0.53
Cl -3.113 0.828 -0.835 -0.57
C -2.705 -1.524 3.769 -1.46
C -1.945 -2.108 2.555 3.59
C -0.880 -3.040 3.156 -2.19
C -1.250 -1.014 1.734 1.13
C -2.984 -2.889 1.751 -0.38
C -3.197 -4.257 1.920 -0.27
C -4.236 -4.915 1.268 -0.85
C -5.090 -4.217 0.428 -0.64
C -4.886 -2.855 0.243 -1.22
C -3.852 -2.205 0.900 0.59
H -2.006 -1.008 4.434 -0.25
H -3.181 -2.329 4.340 0.51
H -3.482 -0.825 3.460 0.28
H -0.148 -2.436 3.695 0.27
H -0.355 -3.594 2.378 0.20
H -1.305 -3.757 3.867 0.56
H -0.425 -0.636 2.361 0.04
H -2.548 -4.833 2.567 0.26
H -4.373 -5.980 1.420 0.40
H -5.892 -4.729 -0.090 0.39
H -5.527 -2.291 -0.424 0.41
H -3.713 -1.142 0.744 -0.15
```


Entry 2:
Entry from the OMol25 dataset: C37H58BrF5GdN7Se2Si2 as an isolated structure at a distorted geometry (ωB97M-V/def2-TZVPD).

Results
HOMO energy (alpha / beta) = -5.51 / -3.21 eV
net charge = 0
spin multiplicity = 8
energy above the lowest of the compared OMol25 structures with the same formula, charge and spin = 124.8 kcal per mole
lowest unoccupied orbital energy (alpha / beta) = 0.095 / 0.088 eV
orbital gap (alpha / beta) = 5.61 / 3.30 eV

```
113
Properties=species:S:1:pos:R:3:mulliken_charge:R:1
Gd -0.958 2.962 -0.080 -0.10
C -1.422 -7.235 -1.246 -1.12
Si 0.122 -6.154 -0.878 0.25
C 0.495 -4.571 -1.841 -0.88
C 1.566 -7.325 -1.012 0.22
C 2.144 -8.082 -2.033 -0.51
C 3.290 -8.814 -1.772 -0.37
C 3.817 -8.883 -0.467 -0.52
C 3.220 -8.120 0.564 -0.42
C 2.113 -7.329 0.273 0.09
Si 0.865 -6.254 1.281 0.28
C 0.049 -7.422 2.510 -1.09
C 1.690 -4.637 1.828 -0.94
H -2.138 -6.644 -1.815 0.32
H -1.945 -7.614 -0.309 0.27
H -1.134 -8.204 -1.748 0.34
H 1.507 -4.144 -1.705 0.16
H -0.237 -3.793 -1.598 0.29
H 0.368 -4.715 -2.973 0.31
H 1.779 -8.031 -3.062 0.37
H 3.780 -9.355 -2.579 0.37
H 4.752 -9.428 -0.446 0.34
H 3.647 -8.224 1.555 0.42
H 0.702 -8.303 2.618 0.35
H -0.889 -7.861 2.108 0.27
H -0.261 -6.988 3.492 0.32
H 1.043 -4.109 2.531 0.27
H 1.941 -3.884 1.014 0.22
H 2.596 -4.947 2.388 0.37
C -0.533 5.863 0.955 -0.37
Se 0.879 4.556 1.638 -0.47
C 2.482 5.305 0.643 -0.51
C 3.596 5.732 1.604 -0.89
Se 4.745 4.103 2.366 0.02
C 6.535 4.935 2.408 -0.87
H -1.097 5.379 0.135 -0.15
H -0.130 6.845 0.679 0.47
H -1.265 5.930 1.758 0.28
H 2.125 6.149 0.060 0.45
H 2.870 4.552 -0.049 0.02
H 3.339 6.258 2.514 0.39
H 4.261 6.355 0.979 0.50
H 6.812 4.779 3.399 0.29
H 6.483 6.029 2.169 0.28
H 7.135 4.408 1.727 0.26
C -2.688 0.545 4.971 -1.14
N -2.252 1.657 4.137 0.51
C -3.150 2.819 4.166 -0.81
C -1.423 1.437 3.092 -1.41
N -1.839 1.752 1.795 0.73
C -3.046 1.064 1.379 0.46
C -3.358 -0.204 1.878 -0.22
C -4.583 -0.778 1.594 -1.11
C -5.535 -0.111 0.813 -0.61
C -5.128 1.012 0.156 -0.38
C -3.821 1.526 0.266 -0.58
N -3.230 2.383 -0.714 0.63
C -3.460 2.271 -2.018 0.08
N -3.834 1.176 -2.690 0.59
C -4.916 1.274 -3.675 -1.24
C -3.369 -0.138 -2.305 -0.93
N -3.437 3.472 -2.768 0.41
C -2.641 3.349 -3.894 -1.72
C -3.426 4.733 -2.013 -0.70
N -0.226 0.846 3.336 0.69
C 0.431 0.714 4.672 -1.28
C 0.543 0.150 2.291 -1.22
H -3.554 0.032 4.578 0.31
H -2.863 0.868 5.984 0.37
H -1.935 -0.185 5.033 0.42
H -3.426 3.092 5.169 0.38
H -4.059 2.623 3.575 0.26
H -2.631 3.717 3.729 0.12
H -2.614 -0.696 2.502 0.66
H -4.826 -1.751 1.960 0.47
H -6.534 -0.513 0.593 0.37
H -5.826 1.456 -0.558 0.44
H -5.325 2.281 -3.551 0.36
H -5.760 0.560 -3.442 0.34
H -4.502 1.114 -4.693 0.36
H -4.122 -0.882 -2.408 0.30
H -3.127 -0.080 -1.271 0.25
H -2.504 -0.477 -2.895 0.21
H -2.296 4.321 -4.351 0.33
H -2.994 2.673 -4.693 0.12
H -1.420 2.736 -3.555 0.23
H -4.096 4.696 -1.137 0.27
H -3.757 5.510 -2.734 0.37
H -2.363 5.043 -1.709 0.04
H 0.161 1.474 5.407 0.38
H 1.495 0.749 4.504 0.49
H 0.184 -0.202 5.186 0.41
H 1.030 -0.758 2.752 0.48
H 1.329 0.839 1.913 0.34
H -0.081 -0.309 1.482 0.21
Br 4.210 -1.545 -2.233 -0.23
C 4.890 0.272 -2.230 0.42
C 5.618 0.769 -3.358 -0.45
C 5.865 2.109 -3.402 -0.41
C 5.432 2.928 -2.309 -0.41
C 4.729 2.367 -1.322 -0.07
N 4.440 1.017 -1.284 -0.44
H 6.007 0.011 -4.040 0.39
H 6.327 2.552 -4.246 0.47
H 5.638 4.017 -2.242 0.35
H 4.165 2.838 -0.485 0.36
F -0.622 1.439 -1.992 -0.18
C -0.389 2.395 -3.042 1.19
F 0.002 3.585 -2.362 -0.29
C 0.661 1.936 -3.950 0.31
F 0.864 2.836 -4.937 -0.27
F 0.316 0.784 -4.595 -0.27
F 1.916 1.741 -3.390 -0.11
```